{"formula": "C13H50O18", "method": "wB97M-V/def2-TZVPD", "species": ["O", "C", "C", "O", "H", "H", "H", "H", "H", "H", "O", "C", "C", "O", "H", "H", "H", "H", "H", "H", "O", "C", "C", "O", "H", "H", "H", "H", "H", "H", "O", "C", "C", "O", "H", "H", "H", "H", "H", "H", "O", "C", "C", "O", "H", "H", "H", "H", "H", "H", "O", "C", "C", "O", "H", "H", "H", "H", "H", "H", "C", "O", "H", "H", "H", "H", "O", "H", "H", "O", "H", "H", "O", "H", "H", "O", "H", "H", "O", "H", "H"], "positions_angstrom": [[0.071, 4.861, 2.150], [-0.458, 3.837, 2.986], [0.655, 3.460, 3.981], [1.733, 2.967, 3.231], [0.175, 5.668, 2.679], [-1.349, 4.226, 3.508], [-0.778, 3.054, 2.309], [0.351, 2.683, 4.721], [0.887, 4.366, 4.595], [1.897, 3.667, 2.577], [1.783, -3.205, 2.692], [3.230, -2.930, 2.822], [3.631, -2.107, 1.604], [2.945, -0.912, 1.597], [1.352, -2.472, 3.150], [3.429, -2.365, 3.729], [3.761, -3.878, 2.905], [3.406, -2.696, 0.706], [4.706, -1.902, 1.689], [2.013, -1.110, 1.612], [-3.924, -0.275, 0.255], [-4.722, -0.454, -0.964], [-3.806, -0.766, -2.092], [-2.966, -1.944, -1.899], [-4.169, 0.572, 0.646], [-5.329, -1.345, -0.765], [-5.354, 0.396, -1.190], [-3.180, 0.116, -2.274], [-4.342, -1.017, -3.005], [-2.690, -1.941, -0.958], [-2.196, -3.263, 3.846], [-2.566, -3.958, 2.715], [-2.946, -3.177, 1.525], [-1.793, -2.849, 0.632], [-1.275, -2.972, 3.826], [-1.759, -4.598, 2.316], [-3.416, -4.616, 2.944], [-3.269, -2.189, 1.805], [-3.818, -3.659, 1.059], [-1.326, -3.677, 0.413], [1.369, -0.350, -4.867], [0.468, -1.283, -5.480], [-0.925, -1.103, -4.838], [-0.805, -1.177, -3.398], [0.905, 0.091, -4.133], [0.477, -1.176, -6.576], [0.801, -2.322, -5.281], [-1.546, -1.945, -5.159], [-1.408, -0.167, -5.146], [-1.592, -1.562, -2.959], [1.765, 1.274, -0.757], [0.843, 1.362, 0.305], [-0.281, 0.315, 0.249], [0.172, -0.847, 1.000], [2.410, 1.990, -0.634], [1.414, 1.322, 1.247], [0.342, 2.339, 0.341], [-0.536, 0.029, -0.779], [-1.138, 0.830, 0.748], [-0.550, -1.478, 1.104], [-1.742, 2.581, -2.640], [-2.944, 2.791, -1.965], [-0.918, 2.755, -1.948], [-1.627, 1.568, -3.038], [-1.650, 3.276, -3.484], [-3.696, 2.569, -2.536], [2.730, 4.187, -0.234], [2.428, 5.100, -0.129], [3.051, 4.077, -1.140], [2.273, -2.057, -1.883], [2.504, -1.129, -2.058], [1.546, -2.197, -2.531], [-0.168, -1.382, 3.711], [-0.100, -0.867, 2.882], [-0.750, -0.906, 4.317], [4.839, 2.563, -2.810], [4.777, 1.679, -2.419], [5.699, 2.855, -2.480], [4.531, 1.306, 0.400], [4.740, 0.502, 0.888], [3.695, 0.989, 0.031]], "lumo_ev": 0.19, "total_energy_ev": -51143.776, "total_charge": 0, "max_force_ev_per_a": 1.968, "smiles": "OCCO.OCCO.OCCO.OCCO.OCCO.OCCO.CO.O.O.O.O.O", "orbital_gap_ev": 9.57}